Molecular formula: CH4
Method: DFT, wB97M-V/def2-TZVPD

Last column: Mulliken charge in e.
CARTESIAN COORDINATES (ANGSTROEM)
C  0.0000  0.0000  0.0000  -0.904
H  -0.2587  -0.3177  1.0016  0.226
H  0.0434  1.0807  -0.0357  0.226
H  -0.7495  -0.3541  -0.6957  0.226
H  0.9648  -0.4089  -0.2702  0.226

Results
* M: 16.0 g mol⁻¹
* total charge: 0
* 2S+1: 1
* ΔE to the lowest compared entry with this formula, charge and spin: 0.0 kcal per mole
* max |F|: 0.0039 hartree/bohr
* SMILES string: C


Molecular formula: C30H47AsF5GeLuN4S2
Method: DFT, wB97M-V/def2-TZVPD

Last column: Mulliken charge in e.
CARTESIAN COORDINATES (ANGSTROEM)
Lu  -1.1455  2.9154  1.2498  0.960
C  -2.9987  2.9761  -5.5826  -1.130
C  -3.2221  3.3718  -4.0969  -0.306
N  -2.1700  2.8680  -3.2548  0.015
C  -2.0223  3.0919  -1.9414  0.551
S  -0.2612  2.7227  -1.4183  -0.625
N  -3.0047  3.5641  -1.2018  -0.882
N  -2.7837  3.7394  0.1809  0.420
C  -3.7268  4.3299  0.9375  1.002
C  -5.0609  4.5709  0.2938  -1.274
C  -3.3931  4.6109  2.3088  0.253
C  -4.2058  5.2197  3.2869  -0.681
C  -3.6791  5.3832  4.5797  -0.304
C  -2.3713  5.0378  4.8992  -0.703
C  -1.5462  4.6749  3.8338  -0.041
N  -2.0446  4.3839  2.6172  -0.509
H  -3.9921  2.7657  -6.0456  0.332
H  -2.4579  2.0614  -5.6101  0.318
H  -2.4817  3.8135  -6.0522  0.331
H  -4.2449  3.0802  -3.7966  0.318
H  -3.2385  4.5048  -3.9831  0.285
H  -1.2958  2.6714  -3.6788  0.155
H  -5.1938  3.9307  -0.5611  0.388
H  -5.1371  5.5923  -0.1130  0.291
H  -5.7716  4.4518  1.1380  0.465
H  -5.2420  5.4452  3.1048  0.400
H  -4.3636  5.5710  5.4225  0.374
H  -2.0339  4.8798  5.9313  0.396
H  -0.4719  4.4976  4.0185  0.514
C  2.9342  -4.0527  4.7498  -1.019
C  4.0473  -3.8578  3.6836  -0.745
As  3.3373  -3.0486  1.9953  0.236
C  5.1307  -2.6995  1.0744  -0.690
C  4.9361  -2.0463  -0.2538  -0.937
C  3.0972  -4.8173  1.0432  -0.667
C  1.9706  -5.5479  1.7013  -1.075
H  3.4225  -4.4955  5.6728  0.322
H  2.1662  -4.7922  4.5120  0.328
H  2.5383  -3.0714  5.0427  0.242
H  4.4479  -4.8415  3.4571  0.402
H  4.7899  -3.0938  4.0138  0.450
H  5.5809  -3.7246  1.0623  0.345
H  5.7284  -2.1227  1.8263  0.439
H  4.1243  -2.5299  -0.7542  0.186
H  5.7950  -2.1520  -0.9149  0.395
H  4.7907  -0.9478  -0.1827  0.235
H  4.0978  -5.3706  1.0232  0.360
H  2.7861  -4.5856  0.0354  0.389
H  2.1750  -5.7530  2.7808  0.159
H  1.8324  -6.4893  1.1798  0.401
H  1.0403  -4.9654  1.6958  0.274
F  1.8065  1.3090  6.5631  -0.263
C  0.8972  1.2828  5.5300  0.611
C  -0.3342  0.6859  5.7785  0.272
F  -0.7438  0.4134  7.0403  -0.249
C  -1.2675  0.5491  4.7616  0.192
F  -2.4850  0.0029  5.0158  -0.286
C  -0.9103  0.9360  3.4467  0.802
S  -1.8733  0.6123  1.9742  -0.391
C  0.2882  1.7118  3.3259  0.130
F  0.7262  2.1384  1.9379  -0.418
C  1.2245  1.8033  4.2867  -0.065
F  2.4273  2.3680  4.1542  -0.288
C  3.1887  -0.2560  -5.8937  -1.142
C  2.4547  -1.3940  -5.2096  -0.589
C  2.0738  -1.1327  -3.6973  -0.640
C  0.8734  -0.2024  -3.5995  -1.017
Ge  0.3184  0.2532  -1.7630  0.439
C  -1.1645  -0.9633  -1.2977  -0.754
C  -1.1384  -2.4407  -1.6721  -0.247
C  -1.6942  -2.8192  -3.0418  -0.056
C  -2.2578  -4.2541  -3.0359  -1.307
H  2.5907  0.2118  -6.7224  0.270
H  4.1537  -0.4926  -6.4101  0.309
H  3.4664  0.5951  -5.2450  0.295
H  3.1770  -2.2477  -5.2555  0.396
H  1.6295  -1.6212  -5.9273  0.318
H  2.8722  -0.7078  -3.1572  0.550
H  1.7863  -2.1042  -3.3039  0.198
H  0.0033  -0.6164  -4.0200  0.528
H  0.9935  0.7072  -4.1950  0.639
H  1.5143  0.0506  -0.7626  -0.040
H  -2.1494  -0.5393  -1.5728  0.489
H  -1.1010  -0.8573  -0.2109  0.152
H  -1.8827  -2.8793  -0.9218  0.385
H  -0.1521  -2.9563  -1.5436  0.078
H  -0.8913  -2.7530  -3.8091  0.057
H  -2.5389  -2.1873  -3.3667  0.283
H  -1.4490  -5.0017  -3.2177  0.315
H  -3.0288  -4.3470  -3.8076  0.351
H  -2.6122  -4.5777  -2.0651  0.350

Results
* M: 945.4 g mol⁻¹
* total charge: +2
* 2S+1: 1
* ΔE to the lowest compared entry with this formula, charge and spin: 0.0 kcal per mole
* max |F|: 0.0893 hartree/bohr


Molecular formula: C2H2Cl2O2
Method: DFT, wB97M-V/def2-TZVPD

Last column: Mulliken charge in e.
CARTESIAN COORDINATES (ANGSTROEM)
O  -0.9188  -0.6450  -0.0190  -0.309
O  0.4334  -0.4473  0.6271  -0.246
C  1.2211  0.4099  -0.0003  -0.091
C  2.6990  0.0258  -0.1662  0.259
Cl  3.7816  1.1524  -0.7785  -0.142
Cl  3.3468  -1.5924  0.3390  -0.145
H  -0.7373  -1.5277  -0.3292  0.338
H  0.8293  1.4215  -0.2179  0.336

Results
* M: 128.9 g mol⁻¹
* total charge: 0
* 2S+1: 1
* ΔE to the lowest compared entry with this formula, charge and spin: 130.5 kcal per mole
* max |F|: 0.1244 hartree/bohr
* SMILES string: OOC=C(Cl)Cl


Molecular formula: C4H8ErFNO2
Method: DFT, wB97M-V/def2-TZVPD

Last column: Mulliken charge in e.
CARTESIAN COORDINATES (ANGSTROEM)
C  1.1025  -1.3135  -0.3624  -1.230
C  1.2840  0.0761  0.2519  -0.319
C  0.4442  1.1717  -0.4280  0.405
F  0.9567  1.4113  -1.6065  -0.234
O  -0.9356  0.8380  -0.6641  -0.223
C  -1.7041  0.3449  0.2735  0.562
N  -2.7372  -0.5071  -0.1767  0.042
O  -1.6433  0.6115  1.4543  -0.377
H  1.6585  -2.0579  0.2023  0.397
H  0.0591  -1.6200  -0.3226  0.289
H  1.4186  -1.3098  -1.4041  0.404
H  1.0941  -0.0145  1.3407  0.153
H  2.3379  0.3831  0.1251  0.411
H  0.4145  2.1227  0.1517  0.262
H  -2.8031  -1.4366  0.2699  0.395
H  -2.8957  -0.5724  -1.1981  0.373
Er  1.9489  1.8723  2.0930  1.689

Results
* M: 288.4 g mol⁻¹
* total energy: -1475.99291 Eh
* ⟨S²⟩: 3.765
* total charge: +3
* 2S+1: 4
* max |F|: 0.0545 hartree/bohr


Molecular formula: C6H12IN2
Method: DFT, wB97M-V/def2-TZVPD

Last column: Mulliken charge in e.
CARTESIAN COORDINATES (ANGSTROEM)
C  0.4380  -0.5380  -0.3240  -0.213
C  2.0180  -1.1601  -1.8342  -0.468
C  2.5597  -0.0725  -0.9573  -0.453
C  -2.1889  1.4437  0.7077  -1.058
C  -2.4827  -0.8951  1.7655  -1.011
C  -2.3038  -0.0088  0.6398  0.491
N  0.6537  -1.3103  -1.3256  -0.072
N  1.4920  0.1337  0.0239  -0.110
I  -2.8852  -0.7194  -1.3447  0.229
H  1.9710  -0.9878  -2.8537  0.334
H  2.4409  -2.1635  -1.6365  0.269
H  3.4118  -0.3421  -0.4000  0.297
H  2.7919  0.8757  -1.5475  0.264
H  -1.3526  1.9593  0.2626  0.317
H  -3.2309  1.8707  0.3829  0.384
H  -2.0934  1.7922  1.8324  0.338
H  -1.5793  -0.9932  2.4010  0.298
H  -3.2781  -0.3672  2.5006  0.350
H  -2.8363  -1.9315  1.5501  0.383
H  -0.0189  -1.9717  -1.7422  0.187
H  1.2811  0.9135  0.5949  0.247

Results
* M: 239.1 g mol⁻¹
* total charge: +1
* 2S+1: 1
* ΔE to the lowest compared entry with this formula, charge and spin: 62.2 kcal per mole
* max |F|: 0.0874 hartree/bohr


Molecular formula: H46O23Tl
Method: DFT, wB97M-V/def2-TZVPD

Last column: Mulliken charge in e.
CARTESIAN COORDINATES (ANGSTROEM)
Tl  0.0067  0.1525  -0.3207  1.876
O  1.5486  4.1458  -2.6745  -0.587
H  2.3531  4.3690  -3.1428  0.298
H  1.5749  4.6830  -1.8827  0.257
O  -1.3927  2.8760  -1.1687  -0.397
H  -1.9128  3.0262  -1.9582  0.264
H  -1.1974  3.7534  -0.8395  0.151
O  -4.4593  2.1842  -0.5919  -0.591
H  -3.9743  2.9446  -0.9123  0.306
H  -4.6067  2.3670  0.3361  0.314
O  -0.7068  4.5540  1.1327  -0.559
H  0.1157  4.9297  1.4467  0.282
H  -1.2357  5.3110  0.8808  0.274
O  -1.4367  -2.4131  -0.8090  -0.234
H  -2.0271  -2.4384  -1.5620  0.054
H  -1.3296  -3.3303  -0.5570  0.214
O  -1.9017  -1.9297  -4.2590  -0.592
H  -2.3615  -2.6160  -3.7754  0.290
H  -2.5121  -1.6732  -4.9503  0.294
O  -2.8940  0.3060  0.7936  -0.084
H  -3.5362  -0.0698  1.3957  0.174
H  -3.2207  1.1876  0.6139  0.116
O  4.0696  2.1899  3.1351  -0.581
H  4.2238  2.8606  3.8004  0.318
H  3.1266  2.2236  2.9745  0.257
O  -0.5331  1.9403  2.0255  -0.184
H  -0.0920  2.1278  2.8541  0.203
H  -0.8976  2.7821  1.7518  0.138
O  1.6328  -1.2228  4.0240  -0.557
H  1.6349  -0.6913  4.8201  0.242
H  2.3456  -1.8488  4.1515  0.269
O  -2.5939  0.5229  4.3217  -0.596
H  -2.4618  0.0939  5.1671  0.307
H  -1.7585  0.4183  3.8663  0.258
O  0.4637  -1.2627  -2.8595  -0.228
H  1.1069  -1.7962  -3.3263  0.169
H  -0.3524  -1.3936  -3.3423  0.172
O  1.3331  -2.4243  -0.1234  -0.413
H  2.0841  -2.6870  -0.6556  0.199
H  1.5274  -2.7641  0.7501  0.395
O  -4.4127  -2.6580  1.1856  -0.571
H  -3.5181  -2.9909  1.2570  0.275
H  -4.4716  -1.9815  1.8603  0.295
O  1.6584  -3.8228  2.0524  -0.615
H  1.6524  -3.7634  3.0077  0.270
H  0.8011  -4.1853  1.8291  0.305
O  3.2011  -2.9524  -2.4644  -0.631
H  3.8569  -3.6278  -2.6375  0.303
H  2.8942  -2.6880  -3.3316  0.285
O  0.5599  1.4996  -2.8502  -0.379
H  0.5777  1.2625  -3.7774  0.256
H  0.7231  2.4427  -2.8405  0.225
O  1.5481  2.7288  0.0726  -0.188
H  2.5017  2.7062  -0.0072  0.243
H  1.3531  3.6174  0.3705  0.050
O  1.1994  -4.7552  -2.0403  -0.608
H  0.8916  -4.1961  -1.3270  0.300
H  1.9910  -4.3224  -2.3601  0.410
O  2.6931  0.1456  -1.3463  -0.401
H  3.3107  -0.4154  -0.8773  0.222
H  3.2461  0.7399  -1.8534  0.236
O  -2.4898  0.2232  -2.2512  -0.341
H  -2.9986  0.9537  -2.6029  0.189
H  -3.0078  -0.5536  -2.4622  0.239
O  2.3251  -0.0289  1.5562  -0.414
H  2.2388  -0.2596  2.4812  0.197
H  3.2376  0.2442  1.4611  0.267
O  -0.4468  -1.3950  2.1130  -0.330
H  -1.1019  -1.9970  2.4663  0.241
H  0.2334  -1.3590  2.7855  0.187

Results
* M: 618.7 g mol⁻¹
* total energy: -1929.42976 Eh
* total charge: +3
* 2S+1: 1
* max |F|: 0.0388 hartree/bohr


Molecular formula: C6H8N2
Method: DFT, wB97M-V/def2-TZVPD

Last column: Mulliken charge in e.
CARTESIAN COORDINATES (ANGSTROEM)
H  2.3707  -0.5449  -1.4117  0.252
N  2.2581  -0.2214  -0.4541  -0.745
C  1.0892  -0.0611  -0.0594  0.763
C  0.7732  0.3697  1.4121  -0.449
C  0.0121  1.3580  1.8478  -0.573
C  -0.2565  -0.0350  -0.6589  0.325
C  -0.6751  0.9786  -1.4444  -0.912
C  -1.0074  -1.2956  -0.6141  -0.163
N  -0.5519  -2.3023  -0.0179  -0.566
H  -1.1732  -3.1082  0.0082  0.250
H  1.5370  -0.0624  2.0469  0.307
H  -0.8035  1.7540  1.2459  0.268
H  0.0442  1.6809  2.8790  0.294
H  -0.0735  1.8611  -1.5985  0.308
H  -1.5610  0.8791  -2.0544  0.291
H  -1.9824  -1.2504  -1.1265  0.349

Results
* M: 108.1 g mol⁻¹
* total charge: 0
* 2S+1: 1
* ΔE to the lowest compared entry with this formula, charge and spin: 60.0 kcal per mole
* max |F|: 0.0847 hartree/bohr
* SMILES string: [H]/N=C(/C=C)C(=C)/C=N/[H]


Molecular formula: C2H11NO3
Method: DFT, wB97M-V/def2-TZVPD

Last column: Mulliken charge in e.
CARTESIAN COORDINATES (ANGSTROEM)
C  -1.7533  -0.0606  0.3085  -0.130
O  2.3454  2.0152  -0.5767  -0.693
C  -2.9645  -0.6482  0.3358  -0.431
N  -4.6712  0.1816  -0.4005  -0.506
H  -1.0112  -0.6844  -0.2170  0.264
H  -1.6038  0.9862  0.5332  0.320
H  1.6509  1.7528  0.0271  0.241
H  -3.6886  -0.4589  1.1442  0.324
H  -3.2574  -1.2855  -0.4973  0.339
H  -4.1924  0.8548  -1.0069  0.279
H  -5.5499  0.6714  -0.1791  0.246
H  2.7408  -0.9585  0.2040  0.425
H  2.5632  -2.3574  0.8472  0.285
O  2.0395  -1.6521  0.4789  -0.712
H  4.6761  0.1116  -0.4855  0.227
H  3.0300  1.2601  -0.4216  0.458
O  3.8166  -0.0011  -0.0775  -0.938

Results
* M: 97.1 g mol⁻¹
* total charge: 0
* 2S+1: 1
* ΔE to the lowest compared entry with this formula, charge and spin: 230.0 kcal per mole
* max |F|: 0.0498 hartree/bohr